No. 1
{"formula": "C25H23NP2S4SbW", "method": "ωB97M-V/def2-TZVPD", "multiplicity": 1, "fmax_ha_per_bohr": 0.01608, "total_energy_ha": -3603.8717, "orbital_gap_ev": 6.80, "total_charge": 1, "species": ["W", "S", "Sb", "S", "S", "S", "C", "N", "P", "C", "C", "C", "C", "C", "C", "C", "C", "C", "C", "C", "C", "P", "C", "C", "C", "C", "C", "C", "C", "C", "C", "C", "C", "C", "H", "H", "H", "H", "H", "H", "H", "H", "H", "H", "H", "H", "H", "H", "H", "H", "H", "H", "H", "H", "H", "H", "H"], "positions_angstrom": [[-0.0750, -1.6785, -1.5390], [-0.5206, -2.8067, -3.6975], [1.4619, -3.6614, -2.8394], [-0.0091, -3.4789, -0.3050], [2.2167, -1.5230, -2.3229], [2.6452, -5.4934, -2.6623], [0.1000, 2.1464, 1.2145], [0.1125, 0.9625, 0.3566], [0.7207, -0.6077, 0.6538], [0.1283, -1.0692, 2.2924], [-1.0394, -1.8180, 2.4449], [-1.5232, -2.1029, 3.7111], [-0.8477, -1.6410, 4.8333], [0.3140, -0.8947, 4.6902], [0.8040, -0.6119, 3.4246], [2.5031, -0.4649, 0.8171], [3.1814, 0.6193, 0.2681], [4.5685, 0.6451, 0.2739], [5.2787, -0.4190, 0.8106], [4.6039, -1.5079, 1.3473], [3.2187, -1.5329, 1.3540], [-0.5153, 0.7225, -1.1606], [-2.0793, -0.1490, -1.0632], [-2.8726, -0.3204, 0.0935], [-3.9596, -1.1502, 0.0460], [-4.2773, -1.8590, -1.1316], [-3.5277, -1.6998, -2.2644], [-2.4130, -0.8310, -2.2506], [-0.7167, 2.2823, -2.0088], [0.3985, 2.9029, -2.5705], [0.2582, 4.1284, -3.1998], [-0.9929, 4.7281, -3.2744], [-2.1060, 4.1065, -2.7230], [-1.9730, 2.8814, -2.0886], [-0.0648, 1.8405, 2.2482], [-0.7122, 2.8088, 0.9193], [1.0407, 2.6928, 1.1531], [-1.5659, -2.1841, 1.5745], [-2.4221, -2.6938, 3.8242], [-1.2222, -1.8690, 5.8221], [0.8440, -0.5393, 5.5632], [1.7218, -0.0457, 3.3192], [2.6336, 1.4457, -0.1691], [5.0931, 1.4933, -0.1448], [6.3601, -0.4020, 0.8093], [5.1585, -2.3394, 1.7606], [2.6990, -2.3875, 1.7726], [-2.6095, 0.2079, 1.0018], [-4.5869, -1.2669, 0.9200], [-5.1360, -2.5163, -1.1376], [-3.7838, -2.2163, -3.1795], [-1.9802, -0.5225, -3.1989], [1.3709, 2.4247, -2.5279], [1.1196, 4.6112, -3.6401], [-1.1032, 5.6827, -3.7705], [-3.0784, 4.5750, -2.7879], [-2.8423, 2.3963, -1.6622]], "atomic_forces_ev_per_a": [[0.250, -0.461, 0.639], [-0.032, -0.146, -0.165], [0.254, 0.188, -0.612], [-0.135, 0.193, 0.027], [-0.128, 0.152, 0.185], [-0.124, -0.207, 0.085], [-0.076, -0.040, 0.038], [0.183, -0.011, 0.028], [-0.041, 0.082, -0.040], [-0.052, -0.059, -0.001], [0.019, 0.031, -0.022], [0.016, 0.017, 0.049], [0.016, 0.009, -0.027], [-0.024, -0.014, -0.010], [0.054, 0.020, 0.029], [0.051, 0.041, 0.021], [0.027, 0.015, 0.002], [-0.019, -0.020, 0.012], [-0.024, 0.005, -0.003], [0.004, 0.006, -0.001], [0.042, -0.046, 0.008], [-0.188, 0.278, -0.227], [0.017, 0.101, -0.158], [-0.085, -0.092, 0.075], [0.068, 0.077, 0.067], [0.004, -0.029, -0.072], [-0.082, -0.083, 0.064], [0.037, 0.027, -0.020], [-0.011, -0.028, 0.043], [0.070, 0.017, -0.034], [-0.008, -0.022, 0.012], [-0.045, -0.036, 0.029], [0.029, 0.027, -0.023], [-0.007, 0.045, -0.021], [-0.011, 0.005, -0.012], [0.003, 0.007, -0.023], [0.017, -0.004, -0.001], [0.006, -0.015, -0.003], [-0.006, -0.007, -0.001], [-0.010, -0.005, 0.004], [0.002, 0.003, 0.007], [-0.018, -0.009, 0.007], [-0.024, -0.007, 0.004], [0.007, 0.004, -0.001], [0.008, 0.001, -0.001], [-0.002, -0.004, 0.002], [-0.012, 0.012, -0.005], [-0.028, -0.003, 0.002], [0.006, 0.005, 0.013], [0.000, -0.005, -0.018], [-0.012, 0.001, 0.010], [0.003, -0.008, 0.036], [-0.004, -0.012, 0.006], [0.006, 0.003, -0.002], [0.005, 0.008, -0.006], [-0.003, 0.009, -0.004], [0.005, -0.014, 0.009]], "lowdin_charge": [0.26, 0.03, 0.18, 0.16, 0.05, -0.02, -0.08, -0.46, 0.82, -0.35, -0.13, -0.06, -0.06, -0.06, -0.09, -0.41, -0.11, -0.06, -0.06, -0.05, -0.09, 0.82, -0.45, -0.09, -0.05, -0.05, -0.07, -0.26, -0.34, -0.08, -0.06, -0.05, -0.06, -0.07, 0.08, 0.09, 0.08, 0.05, 0.11, 0.11, 0.11, 0.11, 0.09, 0.11, 0.11, 0.11, 0.11, 0.11, 0.12, 0.12, 0.12, 0.08, 0.11, 0.11, 0.12, 0.11, 0.11]}


No. 2
{"formula": "C25H23O4Zr", "method": "ωB97M-V/def2-TZVPD", "multiplicity": 1, "fmax_ha_per_bohr": 0.05262, "total_energy_ha": -1314.2512, "orbital_gap_ev": 6.58, "total_charge": 1, "species": ["C", "C", "C", "H", "C", "C", "H", "H", "H", "H", "C", "C", "C", "H", "C", "C", "H", "H", "H", "H", "Zr", "O", "C", "C", "H", "H", "H", "H", "C", "C", "C", "H", "C", "H", "C", "H", "C", "H", "O", "C", "C", "C", "C", "C", "C", "C", "O", "O", "H", "H", "H", "H", "H"], "positions_angstrom": [[0.5945, -2.1095, 1.3554], [-0.7283, -2.4517, 0.9005], [-0.8290, -2.1202, -0.4948], [-1.4998, -2.9401, 1.4924], [0.4452, -1.5898, -0.8953], [1.3126, -1.5601, 0.2473], [2.3658, -1.2870, 0.2388], [1.0269, -2.3705, 2.3207], [-1.6599, -2.3700, -1.1512], [0.7393, -1.3492, -1.9103], [-0.9372, 2.1604, -0.2198], [-0.4613, 2.3417, 1.1200], [0.8816, 1.8272, 1.2009], [-0.9877, 2.8668, 1.9194], [1.2555, 1.3806, -0.1076], [0.1344, 1.5804, -0.9817], [0.1381, 1.4421, -2.0606], [-1.8868, 2.5127, -0.6168], [1.5363, 1.8915, 2.0677], [2.2521, 1.0687, -0.4116], [-0.5227, -0.0475, 0.7127], [-0.2605, -0.1398, -3.2940], [-1.4322, -0.6565, -3.9031], [-0.1492, -0.9038, -4.6661], [-1.8639, -1.5500, -3.4344], [-2.1065, 0.1442, -4.2384], [0.3596, -1.8683, -4.5211], [0.9792, -1.8900, -6.8900], [0.6748, -0.8453, -7.0283], [0.0910, -0.1756, -5.9149], [-0.3403, 1.1599, -6.0978], [-0.7886, 1.7004, -5.2556], [-0.2373, 1.7755, -7.3482], [-0.6123, 2.7941, -7.4784], [0.3321, 1.0975, -8.4329], [0.4076, 1.5763, -9.4027], [0.7895, -0.2180, -8.2700], [1.2265, -0.7676, -9.1096], [0.1045, 1.6489, 4.4249], [-0.4306, 0.8622, 5.3985], [-0.2312, 1.1839, 6.7591], [-0.8399, 0.4197, 7.7508], [-1.6730, -0.6552, 7.4079], [-1.8357, -0.9951, 6.0637], [-1.2148, -0.2607, 5.0448], [-1.4328, -0.7569, 3.6519], [-2.0278, -1.8185, 3.4769], [-0.9639, -0.0106, 2.6687], [0.5187, 2.4216, 4.8606], [0.3875, 2.0504, 7.0127], [-0.6776, 0.6841, 8.7947], [-2.1804, -1.2267, 8.1875], [-2.4472, -1.8506, 5.7803]], "atomic_forces_ev_per_a": [[-0.430, -0.847, -0.863], [0.606, -0.423, -0.311], [1.437, -0.404, 0.444], [0.277, 0.371, -0.075], [-0.035, -0.745, 0.291], [-0.668, -0.769, -0.136], [-0.399, 0.014, 0.040], [-0.360, 0.446, -0.137], [0.129, 0.295, 0.227], [-0.219, 0.260, 0.368], [1.279, 0.334, 0.336], [0.494, 0.423, -0.341], [-0.406, 1.043, -0.730], [0.125, -0.574, -0.211], [-0.635, 0.914, -0.086], [0.259, 0.715, 0.352], [-0.075, -0.259, 0.448], [0.164, -0.236, 0.143], [-0.350, -0.264, -0.167], [-0.413, -0.110, 0.107], [-0.362, -0.331, 1.018], [0.487, -0.841, -2.199], [0.917, -0.603, -0.523], [-1.491, 0.710, 2.143], [-0.141, 0.502, 0.049], [0.077, -0.670, -0.094], [-0.382, 0.492, -0.057], [0.009, 0.436, -0.182], [-0.471, 0.169, 0.940], [0.554, 0.971, -1.504], [0.026, -0.538, -0.029], [0.223, -0.173, -0.365], [0.137, -0.145, 0.086], [0.184, -0.351, 0.055], [-0.014, -0.431, 0.431], [-0.014, -0.007, 0.115], [-0.122, 0.173, 0.213], [-0.179, 0.272, 0.322], [0.477, 0.682, 0.247], [-0.430, -0.288, 0.683], [-0.234, -0.301, -0.553], [-0.148, -0.004, -0.307], [0.150, 0.038, -0.242], [0.141, 0.133, 0.673], [0.318, 0.374, 0.100], [-0.725, -1.446, 0.970], [0.610, 1.290, -0.328], [-0.244, 0.238, -0.564], [-0.258, -0.583, -0.289], [-0.179, -0.305, -0.035], [-0.075, -0.089, -0.229], [0.208, 0.169, -0.291], [0.171, 0.272, 0.050]], "lowdin_charge": [-0.13, -0.16, -0.15, 0.12, -0.17, -0.16, 0.13, 0.14, 0.12, 0.10, -0.15, -0.16, -0.16, 0.13, -0.16, -0.16, 0.10, 0.13, 0.13, 0.13, 1.79, -0.17, -0.13, -0.11, 0.10, 0.12, 0.15, 0.11, -0.03, -0.19, -0.03, 0.11, -0.07, 0.11, -0.07, 0.11, -0.07, 0.11, 0.04, -0.24, -0.01, -0.06, -0.06, -0.01, -0.07, -0.50, 0.06, -0.21, 0.13, 0.12, 0.11, 0.11, 0.12]}


No. 3
{"formula": "C25H23O4Zr", "method": "ωB97M-V/def2-TZVPD", "multiplicity": 1, "fmax_ha_per_bohr": 0.09441, "total_energy_ha": -1314.2445, "orbital_gap_ev": 3.97, "total_charge": 1, "species": ["C", "C", "C", "H", "C", "C", "H", "H", "H", "H", "C", "C", "C", "H", "C", "C", "H", "H", "H", "H", "Zr", "O", "C", "C", "H", "H", "H", "H", "C", "C", "C", "H", "C", "H", "C", "H", "C", "H", "O", "C", "C", "C", "C", "C", "C", "C", "O", "O", "H", "H", "H", "H", "H"], "positions_angstrom": [[0.9687, -2.0932, 1.3420], [-0.1531, -2.7422, 0.7121], [-0.0106, -2.5941, -0.6947], [-0.9268, -3.3224, 1.2113], [1.1888, -1.8610, -0.9597], [1.8041, -1.5648, 0.2951], [2.8052, -1.1713, 0.4458], [1.2551, -2.1619, 2.3914], [-0.6693, -3.0326, -1.4394], [1.6203, -1.6928, -1.9472], [-0.3131, 2.4978, -0.4221], [-0.0267, 2.2525, 0.9526], [1.2408, 1.5651, 1.0296], [-0.5754, 2.6609, 1.7971], [1.6850, 1.3408, -0.3185], [0.7275, 1.9362, -1.2013], [0.8698, 2.0905, -2.2682], [-1.1373, 3.1066, -0.8177], [1.8414, 1.4400, 1.9282], [2.6738, 0.9885, -0.6026], [-0.2102, -0.2075, 0.2978], [-1.1990, -0.2068, -1.3042], [-1.6235, -0.5086, -2.6390], [-0.5738, -0.9864, -3.5814], [-2.3098, -1.3679, -2.5904], [-2.1655, 0.3639, -3.0359], [-0.2519, -2.0297, -3.4433], [1.4585, -1.7483, -5.2002], [0.9626, -0.8144, -5.5090], [0.0069, -0.2337, -4.5931], [-0.3963, 1.1346, -4.8669], [-0.9840, 1.6671, -4.0991], [-0.0914, 1.7189, -6.0962], [-0.4012, 2.7529, -6.2947], [0.6183, 0.9977, -7.0786], [0.7769, 1.4308, -8.0679], [1.1830, -0.2519, -6.7569], [1.8082, -0.7731, -7.4919], [0.4633, 1.5827, 4.0006], [-0.2334, 0.8970, 4.9650], [-0.0295, 1.2132, 6.3236], [-0.7118, 0.4974, 7.3110], [-1.4787, -0.6271, 6.9791], [-1.6287, -0.9594, 5.6336], [-1.0838, -0.1797, 4.6084], [-1.2313, -0.8195, 3.2513], [-1.5990, -1.9950, 3.2136], [-0.9470, -0.1058, 2.1736], [1.0199, 2.2600, 4.4364], [0.6981, 1.9903, 6.5978], [-0.6081, 0.7953, 8.3552], [-1.9481, -1.2662, 7.7276], [-2.1581, -1.8631, 5.3403]], "atomic_forces_ev_per_a": [[0.594, -0.714, -1.189], [0.683, 0.210, -0.301], [0.913, -0.060, 0.704], [0.174, 0.512, -0.051], [-0.271, -0.573, 0.448], [-0.216, -1.173, 0.620], [-0.394, 0.123, -0.065], [-0.380, 0.308, -0.331], [-0.014, 0.247, 0.228], [-0.138, 0.226, 0.402], [0.376, -0.136, 0.338], [1.012, 0.349, -0.493], [-0.278, 0.985, -0.560], [0.063, -0.442, -0.211], [-0.384, 1.010, 0.104], [0.477, 0.057, 0.808], [-0.174, -0.400, 0.170], [0.275, -0.590, 0.310], [-0.407, -0.319, -0.258], [-0.392, -0.087, 0.043], [1.742, 0.407, 1.114], [-2.360, -0.458, -4.218], [-0.775, 0.393, 1.601], [1.453, 0.438, 0.161], [-0.285, 0.267, -0.025], [0.142, -0.349, 0.086], [0.035, 0.503, -0.151], [-0.373, 0.379, -0.399], [-0.438, -0.495, -0.168], [0.152, 0.584, -0.343], [-0.271, -0.172, -0.356], [0.372, -0.233, -0.676], [-0.179, 0.174, 0.648], [0.067, -0.570, 0.054], [-0.020, -0.214, 0.749], [-0.050, -0.121, 0.306], [0.261, -0.234, 0.185], [-0.234, 0.286, 0.412], [0.105, 0.270, 0.353], [0.014, -0.232, 0.372], [-0.416, -0.289, -0.301], [0.141, -0.204, -0.046], [-0.024, 0.223, -0.501], [-0.038, 0.282, 0.688], [0.834, -0.064, 0.097], [-0.379, -1.082, 0.070], [0.386, 1.382, -0.577], [-0.729, -0.210, 0.758], [-0.488, -0.523, -0.238], [-0.491, -0.225, -0.138], [0.095, -0.134, -0.274], [0.182, 0.377, -0.072], [0.050, 0.313, 0.113]], "lowdin_charge": [-0.16, -0.13, -0.16, 0.12, -0.19, -0.20, 0.12, 0.13, 0.11, 0.11, -0.13, -0.18, -0.23, 0.11, -0.20, -0.16, 0.09, 0.12, 0.11, 0.11, 1.74, -0.42, -0.21, 0.12, 0.14, 0.12, 0.13, 0.14, 0.04, -0.18, 0.04, 0.13, -0.02, 0.13, 0.02, 0.13, -0.03, 0.13, 0.03, -0.23, -0.02, -0.07, -0.07, -0.02, -0.06, -0.50, 0.05, -0.22, 0.12, 0.12, 0.11, 0.11, 0.12]}


No. 4
{"formula": "C25H24As2CaF3N2Se", "method": "ωB97M-V/def2-TZVPD", "multiplicity": 1, "fmax_ha_per_bohr": 0.00520, "total_energy_ha": -8926.5199, "orbital_gap_ev": 6.57, "total_charge": 1, "species": ["Ca", "C", "As", "C", "C", "C", "C", "C", "C", "C", "As", "C", "C", "H", "H", "H", "H", "H", "H", "H", "H", "H", "H", "H", "H", "H", "H", "H", "H", "F", "C", "F", "F", "C", "C", "C", "C", "C", "C", "C", "C", "H", "H", "H", "H", "Se", "N", "C", "C", "C", "C", "C", "C", "N", "H", "H", "H", "H"], "positions_angstrom": [[-0.7754, 1.5106, 0.0322], [-5.0161, 2.4882, 1.6626], [-3.2047, 1.8376, 1.9232], [-2.8336, 2.5982, 3.6794], [-3.4877, -0.0468, 2.3719], [-4.7805, -0.5637, 2.4205], [-5.0024, -1.9088, 2.6737], [-3.9267, -2.7565, 2.8953], [-2.6366, -2.2516, 2.8592], [-2.3978, -0.9071, 2.5917], [-0.5622, -0.2399, 2.4651], [-0.0106, -0.2119, 4.3291], [0.3935, -1.8113, 1.8277], [-5.6344, 2.3012, 2.5384], [-5.4645, 2.0261, 0.7850], [-4.9589, 3.5627, 1.4962], [-3.5223, 2.1928, 4.4179], [-2.9510, 3.6797, 3.6246], [-1.8094, 2.3780, 3.9743], [-5.6330, 0.0807, 2.2530], [-6.0137, -2.2922, 2.7004], [-4.0906, -3.8070, 3.0950], [-1.8059, -2.9241, 3.0344], [-0.1776, -1.1903, 4.7757], [-0.5738, 0.5373, 4.8811], [1.0486, 0.0364, 4.3720], [0.3311, -2.6435, 2.5262], [1.4391, -1.5353, 1.6973], [-0.0094, -2.1105, 0.8604], [8.2688, -0.2726, -3.3184], [7.9605, 0.9827, -2.9618], [8.8334, 1.3526, -2.0073], [8.1936, 1.7709, -4.0274], [6.5404, 1.1090, -2.4853], [6.0891, 2.3579, -2.0772], [4.7938, 2.5075, -1.6200], [3.9333, 1.4069, -1.5629], [4.4000, 0.1599, -1.9819], [5.6977, 0.0103, -2.4437], [2.5950, 1.5548, -1.0628], [1.4614, 1.7042, -0.6288], [6.7558, 3.2098, -2.1123], [4.4382, 3.4748, -1.2924], [3.7390, -0.6957, -1.9289], [6.0571, -0.9590, -2.7591], [-3.1871, -1.3440, -0.7770], [-1.7678, -0.3482, -1.2448], [-1.3441, -0.7934, -2.4258], [-0.2178, -0.2909, -3.1469], [0.0717, -0.8533, -4.3442], [-0.7082, -1.9230, -4.9030], [-1.7764, -2.4344, -4.2547], [-2.1293, -1.8805, -2.9834], [-3.1484, -2.2891, -2.2545], [0.3908, 0.5027, -2.7279], [0.9225, -0.4902, -4.9062], [-0.4211, -2.3197, -5.8675], [-2.3755, -3.2390, -4.6572]], "atomic_forces_ev_per_a": [[0.200, 0.076, -0.160], [-0.001, 0.002, -0.041], [-0.015, -0.020, 0.054], [0.043, 0.017, 0.005], [0.060, -0.036, -0.002], [-0.029, 0.046, -0.002], [0.044, -0.041, 0.006], [-0.050, 0.012, -0.012], [0.055, -0.023, 0.025], [-0.010, 0.079, -0.008], [-0.085, -0.157, 0.017], [0.024, 0.049, -0.008], [0.024, 0.000, -0.003], [0.013, -0.011, 0.018], [-0.003, -0.003, 0.005], [0.010, 0.002, -0.006], [-0.018, -0.009, -0.011], [-0.002, -0.001, -0.009], [-0.004, -0.006, 0.007], [-0.006, -0.007, -0.005], [-0.003, 0.001, 0.001], [-0.004, 0.001, 0.006], [-0.012, 0.000, -0.002], [-0.008, -0.013, -0.018], [-0.009, -0.002, -0.014], [0.001, -0.007, 0.009], [-0.020, 0.013, 0.013], [-0.007, 0.019, -0.006], [-0.003, -0.012, 0.011], [0.010, -0.018, -0.016], [-0.045, -0.018, -0.003], [0.011, 0.016, 0.000], [0.013, 0.004, 0.002], [0.014, 0.000, -0.015], [-0.035, 0.016, 0.018], [0.015, 0.012, 0.010], [0.018, -0.038, 0.030], [-0.034, -0.004, 0.022], [0.003, 0.002, 0.027], [-0.053, 0.051, 0.017], [-0.139, -0.048, -0.023], [-0.004, 0.002, -0.003], [-0.003, -0.002, -0.010], [0.011, 0.010, -0.019], [-0.006, 0.004, -0.005], [-0.130, 0.016, 0.053], [0.127, -0.002, 0.024], [-0.113, -0.037, 0.026], [-0.024, 0.025, 0.015], [0.018, 0.020, -0.013], [0.024, -0.010, -0.046], [-0.046, -0.020, -0.009], [0.060, 0.120, 0.053], [0.074, -0.040, -0.022], [0.036, -0.026, 0.004], [-0.003, -0.002, 0.007], [0.002, -0.005, 0.009], [0.013, 0.001, -0.004]], "lowdin_charge": [0.99, -0.31, 1.06, -0.29, -0.48, -0.13, -0.06, -0.06, -0.12, -0.47, 1.07, -0.28, -0.29, 0.04, 0.03, 0.03, 0.04, 0.03, 0.00, 0.09, 0.12, 0.12, 0.10, 0.04, 0.02, 0.04, 0.03, 0.04, 0.02, 0.14, -0.59, 0.15, 0.14, -0.12, 0.00, -0.02, -0.27, -0.03, 0.00, -0.22, -0.23, 0.13, 0.12, 0.11, 0.12, 1.16, -0.37, -0.37, -0.02, -0.04, -0.05, -0.01, -0.37, -0.21, 0.07, 0.12, 0.11, 0.12]}